No. 1
{"formula": "C31H51Cl15N4O4", "method": "ωB97M-V with the def2-TZVPD basis set", "symbols": ["C", "C", "C", "O", "O", "C", "C", "C", "C", "N", "C", "N", "C", "C", "C", "C", "N", "C", "O", "N", "C", "Cl", "C", "C", "C", "O", "H", "H", "H", "H", "H", "H", "H", "H", "H", "H", "H", "H", "H", "H", "H", "H", "H", "H", "H", "H", "H", "H", "H", "Cl", "C", "C", "Cl", "H", "H", "H", "H", "Cl", "C", "C", "Cl", "H", "H", "H", "H", "Cl", "C", "C", "Cl", "H", "H", "H", "H", "Cl", "C", "C", "Cl", "H", "H", "H", "H", "Cl", "C", "C", "Cl", "H", "H", "H", "H", "Cl", "C", "C", "Cl", "H", "H", "H", "H", "Cl", "C", "C", "Cl", "H", "H", "H", "H"], "positions_angstrom": [[-3.019, -0.308, -2.492], [-2.345, 0.999, -2.908], [-0.842, 0.955, -2.800], [-0.205, 0.047, -3.268], [-0.303, 2.008, -2.182], [1.131, 2.015, -2.146], [1.553, 2.928, -0.965], [1.815, 2.095, 0.286], [0.714, 1.695, 1.003], [-0.596, 2.047, 0.636], [0.853, 0.905, 2.128], [-0.226, 0.425, 2.877], [2.098, 0.584, 2.490], [3.229, 1.002, 1.816], [3.101, 1.765, 0.677], [4.309, 2.237, -0.118], [5.304, 1.195, -0.393], [4.417, 0.461, 2.570], [5.572, 0.352, 2.286], [3.910, 0.029, 3.848], [4.207, 0.984, 4.942], [2.664, 1.647, 5.635], [5.010, 0.253, 6.042], [4.717, 0.667, 7.487], [2.539, -0.270, 3.631], [1.874, -1.092, 4.197], [-4.096, -0.196, -2.614], [-2.747, -1.185, -3.093], [-2.876, -0.541, -1.436], [-2.721, 1.781, -2.256], [-2.616, 1.216, -3.938], [1.512, 2.447, -3.067], [1.555, 1.035, -1.967], [0.786, 3.678, -0.780], [2.453, 3.459, -1.245], [-0.590, 2.960, 0.196], [-1.198, 2.153, 1.444], [-1.121, 0.657, 2.473], [-0.182, -0.579, 3.000], [4.732, 3.091, 0.413], [3.964, 2.598, -1.082], [4.930, 0.294, -0.134], [6.142, 1.360, 0.141], [4.730, 1.843, 4.535], [6.070, 0.366, 5.817], [4.771, -0.798, 5.928], [4.579, 1.735, 7.615], [3.873, 0.103, 7.865], [5.581, 0.390, 8.093], [-0.038, 1.573, 9.167], [0.185, -0.116, 8.645], [0.830, -0.962, 9.713], [2.527, -0.496, 9.994], [0.776, -0.110, 7.731], [-0.803, -0.511, 8.413], [0.834, -2.005, 9.401], [0.300, -0.887, 10.660], [-0.284, -5.561, -2.083], [0.547, -4.129, -2.760], [-0.359, -2.928, -2.855], [-1.638, -3.115, -4.075], [0.953, -4.406, -3.730], [1.375, -3.900, -2.094], [0.210, -2.058, -3.147], [-0.840, -2.719, -1.901], [2.644, -1.556, -2.683], [4.068, -1.476, -3.759], [4.926, -0.263, -3.495], [4.115, 1.253, -3.966], [3.710, -1.497, -4.786], [4.650, -2.378, -3.579], [5.839, -0.329, -4.086], [5.201, -0.177, -2.446], [-5.214, 2.509, -0.838], [-6.016, 3.723, -1.869], [-5.659, 3.559, -3.323], [-3.947, 3.960, -3.641], [-5.743, 4.709, -1.502], [-7.089, 3.590, -1.740], [-6.258, 4.232, -3.925], [-5.834, 2.542, -3.663], [-8.583, 3.149, -4.447], [-8.296, 2.828, -6.177], [-8.984, 1.570, -6.639], [-8.255, 0.113, -5.919], [-7.221, 2.773, -6.335], [-8.681, 3.686, -6.727], [-8.887, 1.477, -7.719], [-10.041, 1.579, -6.384], [-7.571, -4.630, -2.044], [-6.212, -4.604, -3.198], [-5.244, -3.485, -2.918], [-5.954, -1.882, -3.246], [-6.625, -4.530, -4.201], [-5.699, -5.560, -3.105], [-4.372, -3.583, -3.560], [-4.910, -3.496, -1.883], [3.433, -1.907, 0.405], [3.619, -3.630, 0.824], [4.377, -3.817, 2.113], [6.088, -3.345, 1.953], [4.113, -4.127, -0.007], [2.616, -4.042, 0.924], [4.361, -4.867, 2.398], [3.941, -3.231, 2.920]], "forces_ev_per_a": [[-0.350, -0.259, -0.158], [-0.017, -0.184, 0.869], [-0.850, -0.424, -0.535], [0.542, -0.021, 0.003], [0.218, -0.167, -0.230], [0.306, 1.205, 0.922], [0.109, -0.730, -0.017], [-0.266, 1.202, -1.154], [-1.285, 0.254, 0.323], [0.085, 0.706, 0.212], [-1.528, -0.835, 0.331], [-0.557, 0.067, -0.339], [2.084, -1.013, 1.106], [0.658, -0.188, 0.016], [1.174, -0.035, -0.457], [-0.302, -0.379, -0.205], [-0.115, 0.417, -0.285], [-0.660, 0.495, -0.038], [0.283, 0.387, 0.112], [0.297, -0.017, 0.050], [0.075, -1.148, 0.708], [0.101, 0.138, -0.273], [-0.380, 0.399, 0.105], [0.786, -0.315, -0.162], [-0.983, 0.521, -0.581], [0.246, -0.159, 0.412], [0.090, 0.136, 0.012], [0.141, 0.536, 0.208], [0.263, 0.048, 0.061], [-0.026, 0.241, -0.207], [0.116, 0.199, -0.112], [-0.078, -0.239, -0.266], [-0.176, -0.271, -0.377], [0.000, 0.136, -0.128], [-0.116, 0.188, -0.046], [-0.279, -0.274, -0.386], [0.031, -0.095, -0.025], [0.024, -0.178, 0.006], [0.151, 0.092, 0.398], [0.300, -0.017, -0.037], [0.110, 0.122, 0.048], [0.224, -0.093, 0.175], [-0.008, -0.283, 0.196], [0.055, 0.039, -0.036], [0.033, 0.052, -0.178], [0.052, -0.157, -0.032], [-0.179, 0.080, -0.008], [-0.182, 0.316, 0.035], [-0.025, -0.048, 0.094], [0.024, 0.022, -0.010], [-0.040, -0.085, -0.102], [-0.075, -0.081, -0.021], [-0.071, -0.049, 0.182], [0.045, 0.051, 0.034], [-0.006, -0.004, 0.049], [0.020, 0.019, -0.055], [0.030, 0.083, 0.005], [-0.018, -0.041, -0.015], [-0.086, 0.008, -0.022], [0.103, -0.067, 0.252], [0.008, -0.400, -0.299], [-0.074, -0.025, -0.018], [-0.036, 0.010, 0.046], [-0.011, 0.044, -0.072], [-0.040, -0.050, -0.019], [0.278, 0.240, -0.366], [0.109, -0.045, -0.117], [0.100, -0.166, 0.092], [-0.031, 0.030, 0.029], [-0.075, 0.059, 0.033], [0.030, 0.033, 0.058], [-0.038, -0.023, -0.061], [-0.077, 0.118, -0.018], [0.026, 0.003, 0.021], [-0.132, 0.071, 0.003], [0.199, -0.014, 0.002], [-0.010, 0.106, -0.016], [0.083, -0.030, 0.006], [0.007, -0.058, -0.036], [0.031, 0.101, 0.024], [0.061, -0.025, 0.033], [-0.333, -0.050, -0.022], [0.063, 0.092, -0.149], [-0.028, -0.063, -0.066], [-0.003, 0.005, 0.029], [0.002, -0.050, 0.072], [-0.060, -0.018, 0.025], [0.049, 0.028, 0.004], [0.019, -0.007, 0.065], [-0.028, 0.007, -0.009], [0.051, -0.081, -0.050], [0.121, -0.022, -0.010], [-0.270, -0.114, -0.060], [-0.050, 0.060, 0.029], [0.028, 0.024, 0.045], [-0.008, -0.014, -0.024], [-0.064, 0.028, 0.018], [-0.014, -0.099, 0.287], [-0.057, -0.158, 0.008], [-0.022, -0.058, 0.093], [-0.004, 0.033, -0.001], [0.061, 0.074, 0.003], [-0.008, 0.048, 0.053], [-0.002, -0.011, -0.052], [0.027, 0.063, -0.034]], "mulliken_charge": [-0.450, 0.200, 0.346, -0.651, -0.318, -0.055, -2.050, -0.015, 0.435, -0.576, 0.153, -0.570, 1.180, 0.197, 0.132, -1.014, -0.409, -0.234, -0.575, 0.656, 0.024, -0.183, -0.374, -1.235, -0.793, -0.602, 0.154, -0.153, 0.390, -0.061, 0.205, 0.614, 0.087, 0.768, 0.720, 0.195, 0.306, 0.188, 0.198, 0.248, 0.303, 0.101, 0.319, 0.491, 0.319, 0.324, 0.367, 0.156, 0.444, -0.189, -0.197, -0.475, -0.171, 0.077, 0.319, 0.287, 0.367, -0.231, -0.114, 0.157, -0.295, 0.374, -0.006, -0.195, 0.367, 0.004, -0.722, -0.205, -0.190, 0.381, 0.334, 0.398, 0.017, -0.169, -0.387, -0.502, -0.171, 0.345, 0.251, 0.373, 0.259, -0.184, -0.479, -0.478, -0.138, 0.307, 0.367, 0.314, 0.318, -0.198, -0.512, -0.203, -0.166, 0.333, 0.355, 0.037, 0.348, 0.068, -0.789, -0.362, -0.193, 0.350, 0.330, 0.407, 0.176], "smiles": "CCC(=O)OCCc1c(N)c(N)c2c(c1CN)C(=O)N([C@@H](Cl)CC)C2=O.ClCCCl.ClCCCl.ClCCCl.ClCCCl.ClCCCl.ClCCCl.ClCCCl", "total_charge": 0, "e_homo_ev": -8.318, "multiplicity": 1}

No. 2
{"formula": "C31H51FN3O18S", "method": "ωB97M-V with the def2-TZVPD basis set", "symbols": ["C", "C", "S", "C", "C", "N", "C", "C", "N", "C", "C", "C", "O", "C", "O", "N", "C", "O", "F", "H", "H", "H", "H", "H", "H", "H", "H", "H", "H", "H", "H", "H", "H", "H", "H", "H", "H", "H", "H", "H", "C", "C", "C", "O", "C", "O", "O", "H", "H", "H", "H", "H", "H", "C", "C", "C", "O", "C", "O", "O", "H", "H", "H", "H", "H", "H", "C", "C", "C", "O", "C", "O", "O", "H", "H", "H", "H", "H", "H", "C", "C", "C", "O", "C", "O", "O", "H", "H", "H", "H", "H", "H", "C", "C", "C", "O", "C", "O", "O", "H", "H", "H", "H", "H", "H"], "positions_angstrom": [[8.411, 0.555, -1.808], [8.015, 1.049, -3.313], [6.678, 2.334, -3.360], [4.981, 1.501, -3.353], [4.698, 1.088, -1.827], [4.452, 2.281, -0.909], [4.764, 1.732, 0.486], [3.684, 0.594, 0.800], [3.558, -0.495, -0.196], [3.579, -0.054, -1.614], [3.864, -1.393, -2.496], [5.410, -1.815, -2.582], [5.941, -2.474, -1.404], [2.108, 0.518, -2.027], [1.400, 1.226, -1.233], [1.453, 0.215, -3.338], [1.850, 1.168, -4.388], [2.494, 0.699, -5.368], [1.506, 2.556, -4.385], [9.537, 0.478, -1.640], [7.987, 1.268, -1.018], [7.881, -0.467, -1.661], [7.821, 0.170, -4.028], [8.972, 1.569, -3.713], [4.234, 2.308, -3.662], [5.027, 0.621, -4.080], [5.688, 0.635, -1.427], [3.481, 2.635, -0.959], [5.076, 3.082, -1.133], [5.857, 1.412, 0.592], [4.548, 2.609, 1.207], [2.666, 1.086, 1.012], [4.001, 0.107, 1.799], [4.153, -1.310, -0.010], [3.329, -2.244, -1.916], [3.477, -1.328, -3.568], [5.480, -2.594, -3.442], [6.133, -0.979, -2.867], [5.227, -3.054, -1.058], [0.423, 0.344, -3.234], [-3.672, 0.724, -7.029], [-3.251, 0.850, -5.582], [-1.825, 1.284, -5.405], [-1.482, 0.703, -4.149], [-2.278, -0.394, -3.996], [-2.125, -1.226, -3.146], [-3.263, -0.422, -4.935], [-4.725, 0.439, -7.092], [-3.534, 1.665, -7.567], [-3.105, -0.061, -7.538], [-3.940, 1.510, -5.044], [-1.724, 2.371, -5.368], [-1.149, 0.889, -6.169], [-0.042, 2.232, 5.959], [0.656, 1.926, 4.653], [1.002, 0.478, 4.483], [2.147, 0.534, 3.636], [2.739, 1.740, 3.863], [3.833, 2.045, 3.461], [1.938, 2.552, 4.601], [-0.298, 3.294, 6.010], [-0.960, 1.648, 6.065], [0.610, 2.027, 6.813], [0.063, 2.299, 3.810], [0.198, -0.088, 4.007], [1.282, -0.018, 5.417], [-4.121, 0.122, 9.097], [-2.684, 0.192, 9.564], [-2.323, 1.496, 10.211], [-0.929, 1.597, 9.942], [-0.701, 0.887, 8.803], [0.326, 0.914, 8.181], [-1.788, 0.145, 8.457], [-4.331, -0.860, 8.667], [-4.816, 0.295, 9.923], [-4.315, 0.855, 8.309], [-2.458, -0.656, 10.220], [-2.509, 1.492, 11.286], [-2.827, 2.360, 9.765], [-2.598, -3.752, 3.497], [-3.316, -2.421, 3.543], [-2.610, -1.330, 2.794], [-3.026, -0.160, 3.490], [-3.315, -0.548, 4.765], [-3.512, 0.208, 5.675], [-3.348, -1.906, 4.871], [-3.175, -4.512, 4.030], [-2.449, -4.088, 2.468], [-1.626, -3.693, 3.996], [-4.350, -2.538, 3.200], [-2.913, -1.282, 1.746], [-1.519, -1.398, 2.846], [-7.935, -3.660, -5.836], [-7.186, -2.570, -6.572], [-6.635, -1.505, -5.670], [-6.610, -0.363, -6.521], [-7.587, -0.554, -7.456], [-7.972, 0.290, -8.212], [-8.065, -1.829, -7.415], [-8.282, -4.421, -6.540], [-7.301, -4.142, -5.089], [-8.826, -3.262, -5.344], [-6.403, -3.008, -7.201], [-5.630, -1.741, -5.315], [-7.274, -1.284, -4.810]], "forces_ev_per_a": [[-1.187, -0.553, -0.350], [1.609, -0.505, 0.626], [-0.358, -0.169, -0.440], [0.538, 0.162, 0.957], [0.865, -1.614, -1.457], [0.813, -0.874, -0.113], [-1.238, 0.839, 1.868], [0.358, -0.268, 1.537], [-0.178, 1.406, -0.478], [-0.274, -0.815, -0.625], [0.872, 0.133, 0.507], [-0.143, -1.117, -1.280], [-1.273, 0.662, -0.142], [-3.049, 2.639, 2.472], [3.487, -2.886, -2.625], [0.435, 2.470, 0.272], [2.796, -2.596, -4.545], [-2.888, 3.142, 4.383], [0.472, -3.315, 0.733], [-1.627, -0.067, -0.417], [0.661, -0.838, -1.195], [1.219, 1.557, 0.105], [0.107, 1.352, 1.127], [-1.936, -0.519, 0.383], [1.115, -1.147, 0.019], [-0.509, 1.267, 1.181], [-1.791, 0.684, -0.650], [0.268, -0.429, 0.125], [-0.135, -0.724, -0.118], [-1.631, 0.476, -0.592], [0.537, -1.586, -0.945], [1.580, -0.700, -0.578], [-0.538, 0.954, -1.653], [-0.143, 0.818, -0.324], [0.595, 1.403, -1.206], [0.310, 0.053, 1.633], [-0.206, 1.391, 1.185], [-1.123, -1.055, 0.590], [0.804, 0.303, -0.389], [0.690, -0.020, 0.430], [-0.337, -0.360, -0.102], [-0.500, 0.419, -1.211], [0.294, 0.753, -0.291], [-0.075, -0.501, 0.282], [-0.354, -1.064, 0.603], [0.065, 0.789, -0.645], [0.768, -0.021, 0.851], [0.238, 0.234, 0.003], [0.014, -0.032, 0.125], [0.162, 0.153, 0.115], [0.118, -0.032, 0.044], [0.070, -0.150, 0.169], [-0.174, -0.055, -0.044], [0.374, 0.860, -0.200], [-1.275, 0.228, 0.832], [-0.514, -0.593, 0.125], [0.672, 0.574, -0.148], [0.303, 0.493, 0.234], [-0.708, -0.266, 0.071], [0.960, -0.602, -0.819], [-0.108, -0.086, -0.174], [0.091, -0.008, -0.111], [-0.172, 0.172, -0.809], [0.134, -0.103, -0.087], [0.210, 0.039, -0.091], [-0.069, 0.185, 0.027], [-0.065, -0.247, -0.395], [-1.296, -0.217, 0.050], [-0.220, 0.282, 0.642], [0.339, -0.271, -0.690], [0.557, -0.171, -0.161], [-0.741, -0.779, 1.499], [0.990, 0.455, 0.112], [-0.007, 0.095, 0.102], [0.142, -0.031, 0.020], [0.115, 0.011, 0.143], [0.087, 0.107, 0.005], [0.211, 0.053, -0.105], [-0.067, -0.152, -0.069], [-0.090, -0.244, 0.408], [0.321, -1.111, -0.337], [-0.005, 0.149, -0.705], [-0.044, -0.044, 0.563], [-0.253, 0.596, 0.991], [0.194, -0.591, -0.821], [-0.022, 0.873, -0.047], [0.027, 0.054, -0.145], [-0.073, 0.083, 0.054], [-0.051, 0.145, -0.131], [0.065, 0.116, -0.022], [0.011, 0.170, 0.141], [-0.052, -0.181, 0.054], [-0.348, -0.177, -0.280], [-0.257, -0.994, 0.554], [0.590, -0.066, 0.519], [-0.498, -0.070, -0.297], [-0.699, 0.746, -0.964], [0.455, -0.710, 0.716], [0.368, 0.798, -0.043], [0.118, 0.032, 0.096], [0.020, 0.073, -0.095], [0.184, 0.099, 0.019], [0.021, 0.111, 0.046], [-0.044, 0.201, -0.093], [-0.076, -0.141, -0.093]], "mulliken_charge": [-0.636, -0.427, -0.108, -0.678, -1.040, 0.253, -0.584, -0.618, -0.209, 1.832, -0.972, -0.129, -0.541, -0.585, -0.617, 0.090, 0.529, -0.476, -0.266, 0.363, 0.151, 0.119, 0.348, 0.342, 0.441, 0.285, 0.052, 0.480, 0.518, 0.161, 0.528, 0.128, 0.425, 0.386, 0.455, 0.406, 0.407, -0.429, 0.381, 0.351, -1.154, 0.428, -0.618, -0.274, 0.503, -0.570, -0.231, 0.113, 0.404, 0.362, 0.233, 0.443, 0.303, -1.457, 0.633, 0.069, -0.361, 0.616, -0.585, -0.376, 0.449, 0.113, 0.515, 0.264, -0.133, 0.252, -1.374, 0.506, -0.566, -0.321, 0.646, -0.600, -0.203, 0.319, 0.402, 0.300, 0.246, 0.322, 0.307, -1.466, 0.524, -0.412, -0.310, 0.631, -0.501, -0.326, 0.370, 0.375, 0.350, 0.252, 0.351, 0.166, -1.445, 0.476, -0.386, -0.356, 0.587, -0.536, -0.328, 0.357, 0.376, 0.360, 0.256, 0.302, 0.290], "total_charge": 1, "e_homo_ev": -11.894, "multiplicity": 1}

E_LUMO readings, ordered: 0.22 -3.04 eV
Total energy readings, ordered: -8634.75740 -3228.22447 Eh
ΔE to the lowest compared entry with this formula, charge and spin readings, ordered: 56.6 271.2 kJ/mol